one.
C2ClN5 | ωB97M-V with the def2-TZVPD basis set

Atoms and positions in Å:
C1 1.4363 -1.2201 -0.0121
C2 1.0766 0.0407 0.0445
N1 1.5177 -2.3946 -0.0482
N2 -1.0578 -0.0589 0.0852
N3 1.0343 1.2386 0.0940
N4 -1.1514 1.1797 -0.0900
N5 -0.1776 1.9861 -0.0957
Cl1 -2.6782 -0.7714 0.0223

## Properties
**LUMO energy**: -2.27 eV
**Multiplicity**: 1

***

two.
C2ClN5 | ωB97M-V with the def2-TZVPD basis set

Atoms and positions in Å:
N1 1.8443 1.9353 -0.2071
C1 1.1824 1.0472 0.0226
C2 0.2904 -0.4214 0.0811
Cl1 1.4884 -1.7235 0.0464
N2 -0.6029 -0.2832 -1.1039
N3 -1.7539 -0.1527 -0.7099
N4 -1.7772 -0.0960 0.7066
N5 -0.6716 -0.3057 1.1642

## Properties
**LUMO energy**: -2.34 eV
**Structure (SMILES)**: N#CC1(Cl)N=NN=N1
**Multiplicity**: 1

***

Which one is most stable, and which one is least stable? two is the most stable of them, while one is the least stable.

***

one.
C4H10N2OS | ωB97M-V with the def2-TZVPD basis set

Atoms and positions in Å:
C1 0.2438 0.2852 2.8612
S1 -0.0030 0.6135 1.1740
O1 -0.8501 1.6913 0.8585
N1 -0.7619 -0.8292 0.5916
C2 -1.2360 -0.6625 -0.7620
C3 -0.0073 -0.6160 -1.6454
C4 0.9022 0.5963 -1.2981
N2 1.3264 0.4858 0.1038
H1 0.4890 1.2207 3.2924
H2 0.9370 -0.5227 2.8309
H3 -1.5205 -1.0028 1.1855
H4 -1.8110 0.2438 -1.0962
H5 -1.9128 -1.4704 -1.1003
H6 0.5773 -1.5003 -1.6066
H7 -0.2682 -0.5246 -2.8326
H8 1.9094 0.8452 -1.7287
H9 0.2061 1.5078 -1.3499
H10 1.7795 -0.3612 0.5218

## Properties
**LUMO energy**: 0.75 eV
**Structure (SMILES)**: C=S1(=O)NCCCN1
**Multiplicity**: 1

***

two.
C4H10N2OS | ωB97M-V with the def2-TZVPD basis set

Atoms and positions in Å:
C1 3.6457 0.8382 -0.4477
N1 2.2685 0.0521 -0.3791
N2 1.8708 -0.0924 0.9002
C2 0.6985 -0.4952 0.8625
O1 0.1531 -1.0773 -0.1598
C3 -1.2690 -1.1265 -0.0271
S1 -2.2674 0.1630 -0.6826
C4 -2.5572 1.3469 0.5857
H1 3.7099 2.1212 -0.2490
H2 4.3726 0.3704 0.3922
H3 4.1283 0.4576 -1.4898
H4 1.5532 -0.1795 -1.2355
H5 0.2172 -0.8950 1.8692
H6 -1.5137 -1.3452 1.1495
H7 -1.2663 -2.1627 -0.6441
H8 -2.7986 0.6354 1.5553
H9 -3.7514 1.8760 0.4508
H10 -1.6818 2.0332 0.9130

## Properties
**LUMO energy**: 0.71 eV
**Structure (SMILES)**: CN/N=C\OCSC
**Multiplicity**: 1

***

Which one is most stable, and which one is least stable? one is the most stable of them, while two is the least stable.

***

one.
C4H10N2OS | ωB97M-V with the def2-TZVPD basis set

Atoms and positions in Å:
C1 -1.0677 1.6504 1.1125
N1 -1.0726 2.3529 -0.1754
C2 1.1826 -1.0306 -0.2256
C3 1.4056 0.1379 -0.9259
S1 2.2152 1.4774 0.0042
C4 -0.1544 -1.6826 -0.3291
N2 -0.2435 -2.8387 0.4766
O1 -1.0999 -1.2418 -0.9386
H1 -1.9429 1.0221 1.2510
H2 -1.0398 2.3648 1.9397
H3 -0.1457 1.0648 1.2149
H4 -0.2020 2.3326 -0.5905
H5 1.7977 -1.4007 0.5817
H6 2.1555 0.1349 -1.7332
H7 0.4926 0.4517 -1.4256
H8 -1.7756 1.9857 -0.7811
H9 -1.0766 -3.3680 0.2464
H10 0.5716 -3.4127 0.2981

## Properties
**LUMO energy**: -2.95 eV
**Multiplicity**: 1

***

two.
C4H10N2OS | ωB97M-V with the def2-TZVPD basis set

Atoms and positions in Å:
C1 -1.9519 0.3706 -1.1812
C2 -1.5172 1.3168 -0.0647
C3 -0.3487 -1.6655 -1.2485
C4 2.1730 -0.3314 0.2048
N1 -1.1370 -0.7947 -0.9136
N2 1.9981 0.9072 1.0263
O1 -1.5266 -0.6972 0.9451
S1 -2.5470 2.1639 0.7021
H1 -3.0788 0.1818 -1.1966
H2 -1.6717 0.7626 -2.1987
H3 -0.8719 -0.8378 1.6264
H4 -0.4352 1.3776 0.0325
H5 0.1276 -2.4640 -0.6460
H6 2.2266 -1.2551 0.7403
H7 1.3320 -0.5183 -0.4890
H8 3.0232 -0.4457 -0.4627
H9 2.8833 1.1783 1.4782
H10 1.3223 0.7508 1.6454

## Properties
**LUMO energy**: -0.33 eV
**Multiplicity**: 1

***

Which one is most stable, and which one is least stable? one is the most stable of them, while two is the least stable.